No. 1
14
Properties=species:S:1:pos:R:3:forces:R:3 method="wB97M-V/def2-TZVPD" homo_ev=-10.2670 spin_multiplicity=1 charge=0 relative_energy_kcal_mol=45.81 smiles=C[C@@H](O)[C@@H]1CO1 homo_lumo_gap_ev=11.296
C 1.4275 0.5367 0.1015 -0.02 0.05 -0.02
C 0.4581 -0.4829 0.6872 0.17 -0.14 -0.29
O 0.0548 -0.1283 1.9970 -0.15 0.14 0.05
C -0.7988 -0.6994 -0.1462 0.08 -0.15 0.10
C -1.1610 0.0834 -1.3315 0.07 -0.01 -0.29
O -1.7164 0.3906 -0.0602 -0.17 0.13 0.05
H 0.9449 1.5158 -0.0025 0.06 -0.13 -0.01
H 1.7873 0.2101 -0.8813 -0.05 0.07 0.15
H 2.2883 0.6541 0.7656 -0.15 -0.04 -0.06
H 0.9727 -1.4453 0.7896 -0.08 0.10 -0.06
H -0.6338 0.5452 1.8892 0.12 -0.08 0.11
H -1.2737 -1.6744 -0.0209 0.06 0.17 0.00
H -1.8652 -0.3397 -2.0476 0.11 0.04 0.12
H -0.4847 0.8340 -1.7400 -0.06 -0.17 0.14

***

No. 2
80
Properties=species:S:1:pos:R:3:forces:R:3 method="wB97M-V/def2-TZVPD" homo_ev="-4.9952 / -6.8724" spin_multiplicity=2 charge=0 relative_energy_kcal_mol=4.69 homo_lumo_gap_ev="5.415 / 7.289"
Ca 0.2265 -0.2388 -0.0561 -0.15 -0.02 -0.25
C -2.6032 1.8934 -0.5986 0.01 0.02 0.03
C -3.4228 1.0375 -1.5459 -0.06 0.02 -0.06
C -2.7282 -0.0271 -2.3620 -0.08 -0.02 -0.02
C -3.5203 -0.8639 -3.1463 0.04 0.05 0.05
C -2.9174 -1.8011 -3.9630 0.01 -0.01 0.00
C -1.5334 -1.8745 -3.9788 0.00 0.01 0.02
C -0.8208 -1.0214 -3.1560 0.03 -0.06 0.02
N -1.3994 -0.1194 -2.3527 0.13 0.08 0.19
N -2.0131 1.2074 0.5622 0.14 0.02 -0.02
C -3.0212 0.4530 1.3050 -0.04 0.02 -0.01
C -3.2254 -0.9498 0.7895 -0.10 -0.02 0.03
C -4.4791 -1.5470 0.8877 0.06 0.01 -0.03
C -4.6427 -2.8427 0.4326 0.01 0.00 0.00
C -3.5491 -3.4983 -0.1114 0.00 0.00 -0.01
C -2.3390 -2.8290 -0.1676 0.06 -0.01 -0.05
N -2.1727 -1.5809 0.2756 0.08 0.11 0.07
C -1.4125 2.2298 1.4155 -0.06 0.04 -0.02
C -0.4909 1.6868 2.4799 0.07 0.11 0.00
C 0.1753 2.5843 3.3115 -0.04 -0.04 0.02
C 1.0096 2.0896 4.2933 0.00 -0.06 -0.03
C 1.1468 0.7122 4.4238 -0.01 0.05 0.00
C 0.4653 -0.0970 3.5400 0.01 -0.06 -0.01
N -0.3354 0.3697 2.5761 0.11 0.04 -0.08
H -3.2669 2.6969 -0.2369 -0.02 -0.02 -0.01
H -1.7930 2.3785 -1.1395 0.04 -0.02 -0.06
H -3.8765 1.7337 -2.2597 0.02 0.01 0.01
H -4.2709 0.5804 -1.0298 0.02 0.00 0.01
H -4.5974 -0.7628 -3.1050 -0.01 -0.02 -0.03
H -3.5161 -2.4600 -4.5789 0.00 0.00 -0.01
H -1.0032 -2.5814 -4.6013 -0.02 -0.02 -0.01
H 0.2617 -1.0761 -3.1027 -0.01 0.00 -0.03
H -3.9849 0.9850 1.2994 0.02 0.01 0.02
H -2.7066 0.3815 2.3460 0.03 -0.03 -0.02
H -5.3061 -0.9876 1.3063 -0.02 -0.02 0.00
H -5.6070 -3.3305 0.4941 -0.01 0.00 0.00
H -3.6252 -4.5075 -0.4912 -0.02 -0.01 0.00
H -1.4455 -3.2790 -0.5827 -0.02 -0.03 0.00
H -2.1939 2.8380 1.9034 0.02 0.01 -0.01
H -0.8399 2.9110 0.7815 0.00 0.00 0.02
H 0.0374 3.6483 3.1658 0.01 0.01 0.03
H 1.5516 2.7603 4.9470 0.00 0.02 0.00
H 1.7889 0.2754 5.1752 0.01 0.00 0.00
H 0.5741 -1.1739 3.5836 0.00 0.00 0.00
O 0.5570 -2.4000 -0.4513 -0.04 -0.37 0.11
N 1.6618 -3.1181 -0.6100 -0.09 0.11 -0.02
C 1.6901 -4.3264 0.0023 0.08 0.11 -0.08
C 2.7738 -5.1491 -0.0849 0.00 0.02 0.00
C 3.8749 -4.7032 -0.8349 -0.03 -0.04 0.03
C 3.8265 -3.4845 -1.4463 -0.01 0.09 -0.04
C 2.6968 -2.6276 -1.3587 0.13 -0.13 0.01
S 2.6222 -1.1078 -2.0928 -0.13 0.11 0.05
H 0.7867 -4.5377 0.5542 0.03 -0.08 0.02
H 2.7652 -6.1039 0.4187 0.01 -0.01 0.00
H 4.7614 -5.3164 -0.9288 -0.01 -0.03 0.02
H 4.6613 -3.1135 -2.0227 -0.01 0.00 -0.01
Br -0.3323 7.0716 -2.8425 -0.01 0.05 -0.01
C 0.2644 5.4554 -2.0506 -0.01 -0.12 -0.06
C -0.0134 4.2438 -2.6720 0.00 0.09 0.04
C 0.4143 3.0664 -2.0894 -0.01 0.01 0.04
C 1.1252 3.0636 -0.8772 -0.02 -0.15 -0.16
C 1.4058 4.3018 -0.2841 -0.08 0.08 -0.03
C 0.9753 5.4868 -0.8660 0.04 0.03 0.07
N 1.4939 1.8451 -0.3222 0.03 0.02 0.20
C 2.7100 1.7976 0.2418 -0.07 0.04 0.08
C 3.2104 0.6851 0.9449 0.17 0.08 -0.06
C 4.5736 0.6572 1.3499 -0.05 -0.02 0.09
C 5.0717 -0.4354 1.9976 -0.01 0.01 -0.01
C 4.2215 -1.5317 2.2505 0.00 -0.01 0.00
C 2.9172 -1.4391 1.8195 -0.02 -0.03 -0.01
N 2.3975 -0.3831 1.1920 -0.20 0.06 -0.07
H -0.5517 4.2254 -3.6102 0.00 0.01 -0.01
H 0.2162 2.1189 -2.5762 0.01 -0.02 0.02
H 1.9407 4.3399 0.6564 0.02 -0.05 0.01
H 1.1914 6.4326 -0.3870 -0.01 0.01 -0.01
H 3.3925 2.6358 0.1090 0.02 -0.01 -0.03
H 5.2040 1.5071 1.1210 0.00 0.01 0.01
H 6.1109 -0.4623 2.3006 0.00 -0.02 0.01
H 4.5724 -2.4268 2.7438 0.01 0.00 0.00
H 2.2337 -2.2702 1.9769 0.01 -0.01 0.01

***

No. 3
112
Properties=species:S:1:pos:R:3:forces:R:3 method="wB97M-V/def2-TZVPD" homo_ev=-8.1794 spin_multiplicity=1 charge=0 smiles=CCOCCCCCc1cc2c(c(P(O)I)c1)Nc1cc([C@@H](Br)CC)cc(O)c1S2.CO.CO.CO.CO.CO.CO.CO.CO.CO homo_lumo_gap_ev=8.274
C 2.6184 3.6328 -1.3689 -0.62 0.37 0.37
C 1.2245 4.3835 -1.2567 1.33 -0.17 0.15
O 0.6348 4.5087 -2.5634 -0.36 0.38 1.41
C -0.6300 5.2192 -2.4600 -0.30 -0.29 -1.08
C -1.7262 4.2755 -3.0750 0.02 -0.46 0.62
C -1.7412 2.8513 -2.3523 -0.33 -0.32 -1.27
C -3.2282 2.3419 -2.1211 0.50 0.24 -0.43
C -3.8070 2.7518 -0.7014 0.41 -0.32 -0.26
C -3.6106 1.5798 0.3293 0.00 -0.17 0.93
C -4.0781 0.2184 -0.0154 1.34 0.56 2.50
C -3.8257 -0.8337 0.9596 1.02 1.11 0.96
C -3.1356 -0.5648 2.2455 -0.63 1.96 -1.59
C -2.7261 0.8005 2.5750 0.12 0.04 -2.10
P -1.9126 1.0053 4.2688 0.00 -2.01 0.96
O -0.3745 0.2376 4.2367 -1.55 2.24 -0.82
I -1.5888 3.4298 4.7430 0.23 -0.30 -0.68
C -2.9577 1.8835 1.6158 -0.87 -2.48 -0.76
N -2.8506 -1.6286 3.1909 -0.08 -0.83 -1.04
C -2.1792 -2.7575 2.5479 1.91 -2.40 -1.27
C -0.9241 -3.2884 3.0966 -1.16 -0.33 -1.98
C -0.2409 -4.4302 2.4438 -2.23 1.01 0.10
C 1.1300 -4.9468 3.0264 -0.55 -0.17 -2.21
Br 1.4136 -4.4737 4.9180 -0.14 -0.19 -0.59
C 1.3951 -6.4862 2.7236 1.72 0.46 0.78
C 2.6405 -6.5772 1.7317 -0.82 0.57 -0.17
C -0.8692 -5.0464 1.2599 -0.41 1.23 0.94
C -2.1261 -4.5390 0.6841 1.36 1.21 1.96
O -2.6939 -5.1459 -0.4391 0.68 0.56 0.71
C -2.7409 -3.3923 1.3304 0.78 0.50 1.10
S -4.2776 -2.5962 0.7119 1.07 0.43 0.05
H 2.6712 2.9485 -2.2549 -0.20 0.61 0.79
H 3.4367 4.3975 -1.4381 -0.63 -0.88 0.04
H 2.7275 3.0288 -0.4225 0.22 0.60 -1.00
H 0.5694 3.8028 -0.5417 0.35 0.57 -0.80
H 1.4349 5.4031 -0.8000 -0.49 -1.10 -0.52
H -0.8244 5.4674 -1.3815 -0.04 -0.14 -1.03
H -0.5501 6.1624 -3.0722 -0.10 -0.84 0.86
H -2.7729 4.6863 -2.9514 1.20 0.04 -0.24
H -1.5290 4.0933 -4.1834 -0.30 0.48 1.46
H -1.1030 2.8096 -1.4344 -0.71 0.10 -0.62
H -1.2863 2.1349 -3.0992 -0.25 0.63 0.96
H -3.8347 2.7754 -2.9698 0.43 -0.42 0.97
H -3.2161 1.2324 -2.2942 -0.28 0.95 0.46
H -3.2281 3.6714 -0.3920 -0.58 -1.03 0.01
H -4.8827 3.0862 -0.7489 0.96 -0.63 0.00
H -4.5974 -0.0013 -0.9753 0.57 0.24 0.92
H 0.1701 0.7477 3.5914 -0.01 -0.66 0.29
H -2.6341 2.9217 1.8748 -0.33 -1.08 -0.43
H -3.7282 -2.0178 3.5648 0.26 0.45 -0.09
H -0.5182 -2.7596 3.9888 -0.28 -0.67 -0.83
H 1.9142 -4.3840 2.4407 -0.74 -0.42 0.92
H 1.7539 -6.9259 3.7010 -0.81 0.15 -1.01
H 0.4925 -7.0181 2.3410 0.76 0.44 0.45
H 2.9297 -7.6389 1.5076 -0.28 1.05 0.16
H 2.3518 -6.0204 0.7934 0.44 -0.83 0.74
H 3.5203 -6.0109 2.1533 -0.87 -0.79 -0.24
H -0.3503 -5.9173 0.7930 -0.69 0.91 0.23
H -2.8585 -4.4836 -1.1348 -0.05 -0.17 0.48
C 2.4382 8.0677 1.2851 0.04 0.14 -0.20
O 2.1051 7.6050 -0.0214 -0.03 -0.09 -0.09
H 1.8220 7.5383 2.0107 0.00 -0.07 -0.14
H 3.4927 7.8660 1.4904 -0.02 0.07 0.21
H 2.2437 9.1377 1.3579 0.09 -0.05 0.24
H 2.6614 8.0856 -0.6439 -0.14 -0.11 0.02
C 4.2492 12.1385 1.6392 -0.06 -0.02 -0.29
O 3.2360 11.2581 1.1669 0.00 0.02 -0.05
H 4.2630 12.1012 2.7270 -0.08 -0.06 -0.07
H 5.2233 11.8250 1.2553 0.09 0.14 0.12
H 4.0347 13.1601 1.3161 0.16 0.07 0.12
H 3.2422 11.3076 0.2044 -0.08 -0.02 0.14
C -2.2936 -8.8933 -0.7963 -0.13 0.47 -0.03
O -3.4086 -8.0204 -0.9202 -0.10 -0.09 0.02
H -2.6044 -9.9009 -1.0717 -0.06 0.07 0.02
H -1.4922 -8.5687 -1.4615 0.13 -0.21 0.12
H -1.9392 -8.8949 0.2388 0.18 -0.18 -0.04
H -3.1064 -7.1381 -0.6710 -0.14 0.00 -0.07
C -2.5665 8.5038 -3.8541 -0.02 0.14 0.29
O -1.6690 8.3716 -2.7591 0.00 0.05 0.02
H -2.1993 7.8969 -4.6805 0.05 0.00 0.10
H -3.5611 8.1545 -3.5647 -0.07 0.02 -0.20
H -2.6180 9.5491 -4.1695 -0.12 -0.05 -0.17
H -2.0125 8.9149 -2.0412 0.14 -0.11 -0.04
C 0.4028 0.1031 0.3230 -0.10 -0.08 0.10
O 0.3192 0.2525 1.7351 0.11 -0.12 -0.20
H 0.9145 0.9714 -0.0910 -0.03 0.00 0.09
H 0.9681 -0.8001 0.0784 -0.02 0.02 -0.16
H -0.6026 0.0393 -0.1027 0.04 0.02 -0.15
H -0.1377 -0.5271 2.0789 0.06 0.08 0.01
C 0.9105 -10.8175 -1.6236 0.02 0.16 -0.27
O 0.8166 -9.4011 -1.7152 0.10 0.07 0.00
H 0.7864 -11.1078 -0.5816 0.00 0.11 -0.04
H 0.1239 -11.2822 -2.2236 0.05 -0.19 0.08
H 1.8905 -11.1492 -1.9759 -0.04 -0.20 0.07
H 0.9291 -9.1677 -2.6434 -0.01 0.04 0.16
C -0.9490 2.2263 -6.8451 -0.27 0.02 -0.09
O -1.8490 3.2790 -6.5210 -0.05 0.03 0.01
H 0.0148 2.4383 -6.3849 -0.10 0.07 0.02
H -1.3319 1.2775 -6.4601 0.18 -0.10 -0.05
H -0.8253 2.1632 -7.9293 0.15 -0.14 0.02
H -2.6926 3.0705 -6.9372 0.09 0.11 0.10
C 3.6244 -2.7809 0.3564 -0.04 -0.04 -0.30
O 2.6213 -3.6858 -0.0930 -0.10 0.00 0.00
H 3.6431 -2.7936 1.4455 -0.07 -0.05 -0.06
H 4.6012 -3.0894 -0.0242 0.09 0.14 0.12
H 3.3946 -1.7696 0.0119 0.15 0.08 0.13
H 2.6230 -3.6581 -1.0562 -0.08 -0.07 0.14
C 4.6755 -6.9234 5.3100 -0.26 -0.16 -0.14
O 4.8410 -7.6643 4.1064 0.07 -0.05 -0.07
H 5.6140 -6.4227 5.5425 -0.01 -0.08 -0.09
H 3.8889 -6.1750 5.1818 0.07 0.06 0.20
H 4.4144 -7.6000 6.1281 0.02 0.17 0.15
H 4.0011 -8.0984 3.9198 0.15 0.05 -0.04

***

Repeat the first record exactly.
14
Properties=species:S:1:pos:R:3:forces:R:3 method="wB97M-V/def2-TZVPD" homo_ev=-10.2670 spin_multiplicity=1 charge=0 relative_energy_kcal_mol=45.81 smiles=C[C@@H](O)[C@@H]1CO1 homo_lumo_gap_ev=11.296
C 1.4275 0.5367 0.1015 -0.02 0.05 -0.02
C 0.4581 -0.4829 0.6872 0.17 -0.14 -0.29
O 0.0548 -0.1283 1.9970 -0.15 0.14 0.05
C -0.7988 -0.6994 -0.1462 0.08 -0.15 0.10
C -1.1610 0.0834 -1.3315 0.07 -0.01 -0.29
O -1.7164 0.3906 -0.0602 -0.17 0.13 0.05
H 0.9449 1.5158 -0.0025 0.06 -0.13 -0.01
H 1.7873 0.2101 -0.8813 -0.05 0.07 0.15
H 2.2883 0.6541 0.7656 -0.15 -0.04 -0.06
H 0.9727 -1.4453 0.7896 -0.08 0.10 -0.06
H -0.6338 0.5452 1.8892 0.12 -0.08 0.11
H -1.2737 -1.6744 -0.0209 0.06 0.17 0.00
H -1.8652 -0.3397 -2.0476 0.11 0.04 0.12
H -0.4847 0.8340 -1.7400 -0.06 -0.17 0.14